Entry from the OMol25 dataset: a molecular structure, C6H13LiO3 (ωB97M-V/def2-TZVPD).

Last column: Löwdin spin population.
Element x y z (Å)
1 C 1.96366 -0.29264 -1.78572  0.0029
2 C 3.04337 -0.21393 -0.72893  0.1282
3 O 2.77799 -0.79306 0.47016  0.7446
4 Li 1.33618 -1.81236 1.24122  -0.0030
5 H 2.28523 0.24645 -2.68613  -0.0008
6 H 1.78460 -1.33469 -2.08195  0.0013
7 H 1.04210 0.19093 -1.43039  0.0012
8 H 3.31415 0.84373 -0.49259  0.0530
9 H 4.02825 -0.61055 -1.07455  0.0616
10 O 0.44147 -0.37770 2.11930  0.0103
11 C -0.61682 0.32276 1.48321  0.0002
12 C -1.33489 -0.53322 0.45785  0.0000
13 C -2.16775 0.29937 -0.51956  0.0000
14 C -3.32563 1.00678 0.12570  0.0000
15 O -3.63543 2.15430 -0.09710  0.0000
16 H 1.18518 0.29921 2.42154  0.0004
17 H -0.15173 1.19180 0.98630  0.0001
18 H -1.31375 0.70145 2.24753  0.0002
19 H -1.97757 -1.26145 0.97451  0.0000
20 H -0.60112 -1.07911 -0.15515  0.0000
21 H -1.55032 1.02937 -1.05998  0.0000
22 H -3.91538 0.40251 0.85159  0.0000
23 H -2.61181 -0.37994 -1.26687  0.0000

Properties
Spin multiplicity: 2
ΔE to the lowest compared entry with this formula, charge and spin, kJ/mol: 0.0
Total charge: +1
Highest occupied orbital energy (alpha / beta), eV: -12.78 / -12.78
HOMO-LUMO gap (alpha / beta), eV: 9.01 / 6.01
Largest force on an atom, eV Å⁻¹: 3.33